{
  "formula": "C3H4N2O",
  "method": "ωB97M-V with the def2-TZVPD basis set",
  "homo_ev": -9.3443,
  "mol_weight_g_mol": 84.08,
  "de_lowest_ev": 1.067,
  "orbital_gap_ev": 10.35,
  "smiles": "Oc1cc[nH]n1",
  "species": ["O", "C", "C", "C", "N", "N", "H", "H", "H", "H"],
  "xyz": [[2.24, 0.21, -0.03], [0.90, -0.02, 0.03], [-0.09, 0.99, 0.04], [-1.27, 0.30, 0.14], [-0.94, -1.02, 0.17], [0.38, -1.23, 0.11], [2.58, -0.11, -0.87], [0.07, 2.05, -0.02], [-2.30, 0.63, 0.17], [-1.56, -1.80, 0.26]],
  "nbo_charge": [-0.684, 0.400, -0.386, -0.041, -0.334, -0.305, 0.487, 0.236, 0.219, 0.408]
}

{
  "formula": "CH3IN5",
  "method": "ωB97M-V with the def2-TZVPD basis set",
  "total_charge": 1,
  "homo_ev": [-13.9498, -13.7263],
  "mol_weight_g_mol": 211.97,
  "de_lowest_ev": 1.641,
  "orbital_gap_ev": [4.93, 6.80],
  "species": ["C", "N", "N", "N", "N", "N", "I", "H", "H", "H"],
  "xyz": [[1.21, 1.14, 0.06], [1.06, 0.43, 1.15], [0.27, 0.88, -0.76], [0.10, -0.37, 1.09], [-0.47, -0.04, -0.14], [-1.72, -0.39, -0.45], [1.85, -2.70, -0.27], [2.06, 1.84, -0.19], [-2.38, 0.45, -0.67], [-1.98, -1.23, 0.18]],
  "nbo_charge": [0.218, -0.142, -0.208, 0.036, 0.178, -0.372, 0.078, 0.279, 0.472, 0.461]
}

{
  "formula": "C36H39N8O15",
  "method": "ωB97M-V with the def2-TZVPD basis set",
  "total_charge": -1,
  "homo_ev": -6.7953,
  "mol_weight_g_mol": 823.75,
  "de_lowest_ev": 2.658,
  "orbital_gap_ev": 7.07,
  "species": ["N", "O", "O", "O", "C", "C", "C", "C", "C", "C", "N", "O", "O", "H", "H", "H", "H", "H", "C", "C", "C", "C", "C", "C", "N", "O", "O", "H", "H", "H", "H", "H", "C", "C", "C", "C", "C", "C", "N", "O", "O", "H", "H", "H", "H", "H", "C", "C", "C", "C", "C", "C", "N", "O", "O", "H", "H", "H", "H", "H", "C", "C", "C", "C", "C", "C", "N", "O", "O", "H", "H", "H", "H", "H", "C", "O", "N", "C", "C", "H", "H", "H", "H", "H", "H", "H", "C", "O", "N", "C", "C", "H", "H", "H", "H", "H", "H", "H"],
  "xyz": [[-0.12, -0.34, 1.04], [-0.36, 0.56, 0.22], [-0.69, -0.33, 2.10], [0.87, -1.10, 0.77], [2.90, 2.68, -1.10], [3.82, 3.72, -1.80], [4.49, 4.68, -0.90], [4.15, 4.77, 0.63], [3.30, 3.65, 1.25], [2.75, 2.52, 0.34], [4.70, 5.82, 1.42], [5.33, 6.83, 0.97], [4.59, 5.65, 2.62], [2.29, 1.95, -1.64], [4.02, 3.57, -2.74], [5.29, 5.29, -1.18], [3.10, 3.71, 2.19], [2.04, 1.74, 0.62], [2.51, -2.67, 5.04], [2.16, -3.99, 5.75], [1.29, -5.04, 5.11], [0.41, -4.58, 3.86], [0.76, -3.22, 3.25], [1.75, -2.25, 3.88], [-0.49, -5.59, 3.12], [-0.53, -6.78, 3.66], [-1.04, -5.26, 2.12], [3.19, -2.06, 5.47], [2.78, -4.23, 6.71], [1.03, -6.15, 5.50], [0.29, -2.90, 2.38], [1.82, -1.30, 3.40], [-3.68, -4.13, 1.59], [-4.55, -4.74, 0.49], [-4.38, -4.14, -0.93], [-3.75, -2.85, -1.22], [-2.86, -2.32, -0.09], [-2.91, -2.93, 1.36], [-3.73, -2.39, -2.62], [-3.17, -1.24, -2.87], [-4.39, -2.97, -3.40], [-3.66, -4.78, 2.45], [-5.09, -5.74, 0.62], [-5.01, -4.68, -1.67], [-2.50, -1.18, -0.16], [-2.47, -2.52, 2.17], [-3.72, 1.47, 0.64], [-3.87, 0.90, 2.11], [-5.26, 1.27, 2.64], [-6.39, 1.97, 1.95], [-6.06, 2.47, 0.51], [-4.73, 2.21, -0.07], [-7.73, 2.34, 2.57], [-7.69, 2.85, 3.74], [-8.61, 2.60, 1.72], [-2.82, 1.39, 0.23], [-3.17, 0.32, 2.65], [-5.62, 0.85, 3.62], [-6.75, 2.89, -0.12], [-4.64, 2.59, -1.00], [1.24, -0.23, -2.88], [-0.02, -0.27, -3.41], [-0.20, -0.48, -4.92], [1.00, 0.06, -5.72], [2.36, 0.03, -5.11], [2.49, -0.13, -3.52], [0.84, 0.27, -7.20], [-0.33, 0.37, -7.56], [1.81, 0.72, -7.74], [1.31, -0.22, -1.67], [-1.03, -0.46, -2.98], [-1.14, -0.73, -5.13], [3.34, 0.10, -5.59], [3.34, 0.03, -2.91], [-2.36, 4.94, -2.52], [-3.11, 5.52, -3.34], [-1.62, 3.76, -2.86], [-0.62, 3.39, -1.83], [-1.54, 3.22, -4.09], [-2.37, 5.25, -1.34], [-1.21, 3.45, -0.86], [0.26, 3.94, -1.71], [-0.31, 2.27, -2.20], [-1.47, 3.97, -4.81], [-2.43, 2.58, -4.30], [-0.56, 2.46, -4.24], [3.99, -2.20, 0.83], [4.00, -3.20, -0.03], [5.03, -1.86, 1.60], [5.24, -0.55, 2.15], [6.18, -2.81, 1.77], [3.23, -1.45, 0.77], [6.18, -0.32, 2.03], [4.96, -0.77, 3.10], [4.56, 0.10, 1.78], [6.78, -3.15, 0.81], [5.82, -3.68, 2.24], [7.10, -2.73, 2.45]],
  "lowdin_charge": [-0.614, -0.084, -0.015, -0.087, -0.035, 0.011, 0.054, -0.082, 0.108, -0.008, -0.375, 0.025, 0.059, 0.054, 0.018, 0.059, 0.013, 0.079, -0.055, -0.073, 0.002, -0.041, 0.057, -0.034, -0.333, -0.026, 0.092, 0.034, 0.101, 0.126, 0.037, 0.071, -0.080, -0.012, -0.005, -0.123, 0.094, -0.035, -0.340, -0.009, 0.100, 0.073, 0.100, 0.091, 0.118, 0.034, -0.004, 0.050, -0.018, -0.082, 0.053, -0.049, -0.305, 0.028, 0.027, 0.003, 0.050, 0.099, 0.054, 0.046, -0.172, -0.076, 0.091, -0.096, 0.058, -0.027, -0.383, 0.051, 0.068, 0.132, 0.090, 0.041, 0.089, 0.071, -0.271, -0.033, -0.234, -0.052, -0.122, 0.168, 0.088, 0.038, 0.119, 0.058, 0.105, 0.144, -0.250, -0.090, -0.167, -0.018, -0.054, 0.096, 0.051, 0.067, 0.057, 0.121, 0.049, 0.098]
}

{
  "formula": "C20H24I2IrN6OS2Se",
  "method": "ωB97M-V with the def2-TZVPD basis set",
  "total_charge": 1,
  "homo_ev": [-9.4191, -10.9790],
  "s_squared": 6.023,
  "mol_weight_g_mol": 953.57,
  "de_lowest_ev": 0.000,
  "spin_multiplicity": 5,
  "orbital_gap_ev": [6.49, 5.78],
  "species": ["Ir", "I", "C", "I", "H", "H", "S", "C", "C", "C", "C", "N", "C", "C", "C", "S", "C", "N", "H", "H", "C", "N", "C", "C", "C", "N", "C", "C", "O", "H", "H", "H", "H", "H", "H", "H", "H", "H", "H", "H", "H", "C", "N", "C", "C", "N", "C", "C", "Se", "H", "H", "H", "H", "H", "H", "H", "H"],
  "xyz": [[-0.68, 0.08, -1.45], [-3.80, -0.33, -2.02], [-3.24, -0.74, -4.01], [-1.14, -0.84, -4.30], [-3.62, 0.06, -4.64], [-3.65, -1.70, -4.29], [-0.72, -2.17, -0.86], [0.75, -2.76, -1.51], [0.92, -4.16, -1.67], [2.07, -4.67, -2.20], [2.20, -6.10, -2.34], [2.30, -7.24, -2.46], [3.11, -3.80, -2.60], [2.97, -2.45, -2.46], [1.79, -1.89, -1.91], [1.67, -0.18, -1.72], [4.33, -4.33, -3.16], [5.30, -4.73, -3.62], [0.13, -4.82, -1.36], [3.77, -1.79, -2.76], [-3.35, -0.36, 2.05], [-1.99, -0.39, 2.55], [-1.79, -1.02, 3.85], [-0.38, -1.56, 3.95], [0.58, -0.43, 3.65], [0.26, 0.18, 2.36], [1.33, 0.90, 1.72], [-0.98, 0.18, 1.85], [-1.22, 0.68, 0.72], [-3.69, -1.36, 1.80], [-3.39, 0.27, 1.16], [-4.02, 0.06, 2.80], [-2.53, -1.82, 3.94], [-1.98, -0.30, 4.66], [-0.23, -2.36, 3.22], [-0.19, -1.96, 4.94], [1.62, -0.78, 3.59], [0.55, 0.33, 4.44], [2.19, 0.24, 1.58], [1.65, 1.75, 2.33], [1.01, 1.27, 0.74], [-2.17, 3.73, 0.57], [-0.76, 3.87, 0.20], [0.19, 4.52, 0.94], [1.35, 4.46, 0.25], [1.08, 3.77, -0.91], [2.06, 3.51, -1.97], [-0.20, 3.39, -0.93], [-1.11, 2.48, -2.31], [-2.43, 4.58, 1.20], [-2.31, 2.79, 1.09], [-2.77, 3.74, -0.33], [-0.05, 4.99, 1.88], [2.32, 4.86, 0.45], [2.77, 4.34, -1.98], [1.53, 3.46, -2.92], [2.59, 2.57, -1.78]],
  "mulliken_spin": [2.260, 0.094, -0.007, 0.193, 0.000, -0.001, 0.535, 0.077, 0.009, 0.010, 0.000, 0.007, 0.032, -0.018, 0.072, 0.548, -0.007, 0.018, 0.000, -0.009, 0.004, 0.014, -0.001, 0.000, 0.000, 0.006, 0.018, 0.031, 0.011, -0.001, -0.003, 0.000, 0.001, 0.000, 0.003, 0.000, 0.000, 0.000, 0.000, 0.000, -0.006, -0.006, 0.002, 0.002, 0.003, 0.004, 0.003, 0.027, 0.069, 0.000, 0.004, 0.001, 0.001, 0.001, 0.001, -0.002, 0.001]
}

Q: What is the formula in the second record?
A: CH3IN5